Density functional theory data (ωB97M-V with the def2-TZVPD basis set) for an isolated molecule of C4H4O2 in a non-equilibrium geometry.

Structure (XYZ):
```
10
Properties=species:S:1:pos:R:3
C -2.19253 0.03395 0.00558
C -1.08966 0.54037 -0.06548
C 0.32000 0.80126 -0.30627
O 0.81483 1.54802 -1.11744
C 0.81088 -0.38193 0.47028
O 1.98337 -0.97226 0.02883
H -3.21027 0.31629 -0.03223
H 0.91232 -0.11755 1.53212
H -0.39089 -0.92251 0.41428
H 2.04197 -0.84565 -0.92966
```

2S+1 = 1
SMILES = C#CC(=O)CO
Kohn-Sham gap = 9.73 eV
total charge = 0
HOMO level = -0.3628 Eh
energy relative to the best compared isomer or geometry (same formula, charge and spin) = 392.29 kJ/mol
E_LUMO = -0.15 eV

Mulliken population analysis, charges in e, atoms 1 to 4: number 1, C, carries -0.359; number 2, C, carries 0.013; number 3, C, carries 0.405; number 4, O, carries -0.512

Density functional theory data (ωB97M-V with the def2-TZVPD basis set) for an isolated molecule of C4H4O2 in a non-equilibrium geometry.

Structure (XYZ):
```
10
Properties=species:S:1:pos:R:3
C 0.51171 -0.35861 -1.03760
C -0.49488 0.54763 -1.16633
O -1.31383 1.01210 -0.11504
C -0.72738 0.18024 0.99919
C 0.42976 -0.40149 1.09970
O 1.32783 -0.71459 0.19221
H 1.13438 -0.99001 -1.80160
H -0.67674 0.81329 -2.27282
H -1.16264 0.65595 2.04983
H 0.97180 -0.74451 2.05245
```

2S+1 = 1
SMILES = C1=COC=CO1
Kohn-Sham gap = 9.23 eV
total charge = 0
HOMO level = -0.3153 Eh
energy relative to the best compared isomer or geometry (same formula, charge and spin) = 394.95 kJ/mol
E_LUMO = 0.65 eV

Mulliken population analysis, charges in e, atoms 1 to 4: number 1, C, carries -0.239; number 2, C, carries -0.011; number 3, O, carries -0.286; number 4, C, carries -0.268

Density functional theory data (ωB97M-V with the def2-TZVPD basis set) for a structure of composition C4H4O2.

Structure (XYZ):
```
10
Properties=species:S:1:pos:R:3
O -1.66863 -0.14442 1.31261
C -1.15111 0.20695 0.10406
C -0.53537 -0.88637 -0.75713
C 0.41711 -0.06635 -0.34680
C 1.83863 0.02002 0.01806
O 2.30710 0.77251 0.83572
H -1.55078 -1.10221 1.40678
H -0.11068 0.96393 0.30646
H -1.71162 0.99528 -0.39625
H 2.44293 -0.71151 -0.54931
```

2S+1 = 1
Kohn-Sham gap = 9.99 eV
total charge = 0
HOMO level = -0.3705 Eh
energy relative to the best compared isomer or geometry (same formula, charge and spin) = 480.75 kJ/mol
E_LUMO = -0.09 eV

Mulliken population analysis, charges in e, atoms 1 to 4: number 1, O, carries -0.462; number 2, C, carries 0.163; number 3, C, carries -0.896; number 4, C, carries 0.518

Density functional theory data (ωB97M-V with the def2-TZVPD basis set) for an isolated molecule of C4H4O2 in a non-equilibrium geometry.

Structure (XYZ):
```
10
Properties=species:S:1:pos:R:3
C 1.35149 0.68331 2.49413
C 0.23580 0.72540 -0.68752
C -0.11011 -0.43101 -0.09944
C 0.59143 -1.15163 0.89339
O 1.66617 -0.17488 1.75578
O 0.92163 1.39837 3.27956
H -0.23614 1.02319 -1.50879
H 0.91985 1.23959 -0.18343
H -0.82130 -0.95975 -0.55706
H 0.08138 -1.67651 1.82910
```

2S+1 = 1
Kohn-Sham gap (alpha / beta) = 6.86 / 6.86 eV
total charge = 0
HOMO level (alpha / beta) = -0.2600 / -0.2600 Eh
energy relative to the best compared isomer or geometry (same formula, charge and spin) = 458.14 kJ/mol
E_LUMO (alpha / beta) = -0.22 / -0.22 eV

Mulliken population analysis, charges in e, atoms 1 to 4: number 1, C, carries 0.785; number 2, C, carries -1.058; number 3, C, carries 0.075; number 4, C, carries -0.433

Density functional theory data (ωB97M-V with the def2-TZVPD basis set) for an isolated molecule of C4H4O2.

Structure (XYZ):
```
10
Properties=species:S:1:pos:R:3
O -2.46992 -0.06836 -0.00406
C -1.42212 -0.60605 0.09323
O -0.28459 0.12013 0.50593
C 0.32676 1.59441 -0.16916
C 0.94498 -0.35774 0.15573
C 1.74515 -1.26629 0.02530
H -1.14583 -1.65402 -0.08268
H -0.42983 1.74065 -0.95426
H 0.08074 2.25732 0.67020
H 2.65467 -1.76005 -0.24022
```

2S+1 = 1
Kohn-Sham gap = 8.41 eV
total charge = 0
HOMO level = -0.3013 Eh
energy relative to the best compared isomer or geometry (same formula, charge and spin) = 685.97 kJ/mol
E_LUMO = 0.21 eV

Mulliken population analysis, charges in e, atoms 1 to 4: number 1, O, carries -0.363; number 2, C, carries 0.198; number 3, O, carries -0.059; number 4, C, carries -0.524

Density functional theory data (ωB97M-V with the def2-TZVPD basis set) for an isolated molecule of C4H4O2.

Structure (XYZ):
```
10
Properties=species:S:1:pos:R:3
O -1.42744 -1.87117 -0.60250
C -0.62177 -1.05735 -0.18709
C 0.57513 -1.40328 0.52587
C 0.51522 1.06745 0.21052
O -0.04692 1.18741 -1.07495
C -0.77593 0.44929 -0.10799
H 1.39910 0.41103 0.22285
H 1.49431 -1.60850 -0.03693
H 0.61329 1.94163 0.84458
H -1.72498 0.88349 0.20565
```

2S+1 = 1
Kohn-Sham gap = 8.42 eV
total charge = 0
HOMO level = -0.3568 Eh
energy relative to the best compared isomer or geometry (same formula, charge and spin) = 499.31 kJ/mol
E_LUMO = -1.28 eV

Mulliken population analysis, charges in e, atoms 1 to 4: number 1, O, carries -0.561; number 2, C, carries 0.502; number 3, C, carries -0.573; number 4, C, carries -0.362

Density functional theory data (ωB97M-V with the def2-TZVPD basis set) for an isolated molecule of C4H4O2.

Structure (XYZ):
```
10
Properties=species:S:1:pos:R:3
C 2.56194 -0.44862 -0.14875
C 1.44143 -0.04548 0.03709
C 0.08945 0.49188 0.05268
O -0.78050 -0.09231 1.02697
C -1.91572 -0.26419 0.25302
O -2.71623 0.58808 0.02116
H 3.55989 -0.78855 -0.30612
H -0.37258 0.26275 -0.92849
H 0.05686 1.57802 0.16099
H -1.92454 -1.28157 -0.16857
```

2S+1 = 1
SMILES = C#CCOC=O
Kohn-Sham gap = 11.41 eV
total charge = 0
HOMO level = -0.3872 Eh
energy relative to the best compared isomer or geometry (same formula, charge and spin) = 230.87 kJ/mol
E_LUMO = 0.87 eV

Mulliken population analysis, charges in e, atoms 1 to 4: number 1, C, carries 0.225; number 2, C, carries -0.503; number 3, C, carries -0.549; number 4, O, carries -0.331

Density functional theory data (ωB97M-V with the def2-TZVPD basis set) for a cluster of 2 separate species, C4H4O2 in total in a non-equilibrium geometry.

Structure (XYZ):
```
10
Properties=species:S:1:pos:R:3
C -3.59721 0.12314 -0.19273
C 0.56376 -0.33310 -0.27424
C -0.43460 0.75598 0.01974
C -0.53621 -0.26453 0.79454
O -3.45136 1.24542 -0.28207
O -3.75651 -1.01396 -0.22142
H 1.51838 -0.33342 0.15820
H 0.53536 -0.85713 -1.24118
H -0.58633 1.84509 -0.10634
H -1.21144 -0.84406 1.38272
```

⟨S²⟩ = 2.007
2S+1 = 3
Kohn-Sham gap (alpha / beta) = 6.41 / 8.40 eV
total charge = 0
HOMO level (alpha / beta) = -0.2100 / -0.3897 Eh
energy relative to the best compared isomer or geometry (same formula, charge and spin) = 267.99 kJ/mol
E_LUMO (alpha / beta) = 0.70 / -2.20 eV

Mulliken population analysis, charges in e, atoms 1 to 4: number 1, C, carries 0.711; number 2, C, carries -0.521; number 3, C, carries -0.501; number 4, C, carries -0.292

Density functional theory data (ωB97M-V with the def2-TZVPD basis set) for an isolated molecule of C4H4O2P2 in a non-equilibrium geometry.

Structure (XYZ):
```
12
Properties=species:S:1:pos:R:3
C -1.11857 1.20076 0.53558
C -1.06272 -0.41298 -0.22398
C -1.74928 0.74713 -0.68841
C 0.32921 -0.72416 -0.17362
O 2.53577 -0.07770 1.47812
O 2.58634 -1.65863 -0.64534
P 2.17543 -0.19145 0.08226
P 1.09863 -2.06780 -1.13727
H -1.33939 0.89827 1.48384
H -0.38903 1.98808 0.35398
H -1.69437 -0.90288 0.50906
H -1.37203 1.20137 -1.57423
```

2S+1 = 1
Kohn-Sham gap (alpha / beta) = 7.41 / 5.95 eV
total charge = 0
HOMO level (alpha / beta) = -0.3103 / -0.2923 Eh
energy relative to the best compared isomer or geometry (same formula, charge and spin) = 308.23 kJ/mol
E_LUMO (alpha / beta) = -1.03 / -2.00 eV

Mulliken population analysis, charges in e, atoms 1 to 4: number 1, C, carries -0.643; number 2, C, carries -0.035; number 3, C, carries -0.176; number 4, C, carries 0.061

Density functional theory data (ωB97M-V with the def2-TZVPD basis set) for an isolated molecule of C4H4O2S in a non-equilibrium geometry.

Structure (XYZ):
```
11
Properties=species:S:1:pos:R:3
O 2.20338 -1.41502 -0.01938
C 1.84467 -0.26617 0.07059
C 0.43452 0.16941 -0.00684
S 0.08218 1.75811 -0.00346
C -0.66458 -0.81422 -0.12493
C -1.84892 -0.72747 0.68115
O -1.93506 -0.54207 -0.71104
H 2.50328 0.63110 0.21176
H -0.25280 -1.82158 -0.36112
H -2.01662 0.22913 1.25609
H -2.28949 -1.68093 1.07217
```

2S+1 = 1
SMILES = O=CC(=S)[C@H]1CO1
Kohn-Sham gap = 7.83 eV
total charge = 0
HOMO level = -0.3531 Eh
energy relative to the best compared isomer or geometry (same formula, charge and spin) = 256.12 kJ/mol
E_LUMO = -1.78 eV

Mulliken population analysis, charges in e, atoms 1 to 4: number 1, O, carries -0.460; number 2, C, carries 0.000; number 3, C, carries 0.115; number 4, S, carries -0.171

Density functional theory data (ωB97M-V with the def2-TZVPD basis set) for an isolated molecule of C4H4O2S in a non-equilibrium geometry.

Structure (XYZ):
```
11
Properties=species:S:1:pos:R:3
O -0.00105 -1.60789 -1.45484
C 0.52527 -0.63032 -1.00678
O 1.80931 -0.31293 -1.29295
C -0.30732 0.12706 -0.01483
C -1.71635 -0.30677 -0.13925
C -2.51534 -0.07379 -1.15261
S -3.59950 0.42006 -2.14602
H 2.15443 -0.94198 -1.90070
H 0.10889 -0.25933 0.95089
H -0.29905 1.21634 0.04927
H -2.33055 -0.80146 0.66338
```

2S+1 = 1
SMILES = O=C(O)CC=C=S
Kohn-Sham gap = 8.24 eV
total charge = 0
HOMO level = -0.3054 Eh
energy relative to the best compared isomer or geometry (same formula, charge and spin) = 151.23 kJ/mol
E_LUMO = -0.07 eV

Mulliken population analysis, charges in e, atoms 1 to 4: number 1, O, carries -0.491; number 2, C, carries 0.535; number 3, O, carries -0.460; number 4, C, carries -0.488

Density functional theory data (ωB97M-V with the def2-TZVPD basis set) for an isolated molecule of C4H4O2S2 in a non-equilibrium geometry.

Structure (XYZ):
```
12
Properties=species:S:1:pos:R:3
C 0.72138 1.22382 2.48856
S -0.55602 0.26032 1.65529
C 0.01166 0.25534 0.02589
S 1.31549 1.00784 -0.60082
C -0.92026 -0.49666 -0.90565
O -2.11810 -0.34268 -0.89068
C -0.32092 -1.53611 -1.86060
O 0.74116 -2.07566 -1.68553
H 1.72148 0.75006 2.35638
H 0.77972 2.24152 2.07227
H 0.44220 1.21675 3.51944
H -1.03057 -1.83039 -2.69902
```

2S+1 = 1
SMILES = CSC(=S)C(=O)C=O
Kohn-Sham gap = 7.94 eV
total charge = 0
HOMO level = -0.3363 Eh
energy relative to the best compared isomer or geometry (same formula, charge and spin) = 82.82 kJ/mol
E_LUMO = -1.22 eV

Mulliken population analysis, charges in e, atoms 1 to 4: number 1, C, carries -0.897; number 2, S, carries 0.041; number 3, C, carries 0.341; number 4, S, carries -0.189